The following is a quantum chemistry calculation of a 8-piece molecular cluster, C6H27NO8 overall, from OMol25.

Geometry as XYZ:
```
42
Properties=species:S:1:pos:R:3:mulliken_charge:R:1
H -0.85 -1.84 -2.11 0.320
H -0.42 -2.13 -0.66 0.299
H 0.20 -1.22 -4.20 0.407
H -2.35 2.33 2.60 0.435
H 1.35 -0.29 -3.91 0.252
O 2.24 1.64 0.64 -0.436
H -0.57 2.76 2.70 0.244
H -1.00 -4.16 -0.41 0.323
H 0.36 -2.52 -3.62 0.317
H -0.86 0.48 3.70 0.352
C -1.16 0.65 2.67 -0.421
H 0.05 0.98 -0.18 0.252
H -3.96 -1.36 -1.39 0.315
H 1.75 3.81 2.42 0.371
H 2.60 -0.16 0.28 0.404
H 2.19 4.36 0.84 0.355
H -1.19 3.47 0.47 0.347
O -0.34 -4.83 -0.65 -0.614
H -0.20 -4.42 -1.52 0.307
H -1.99 1.98 0.10 0.411
N 0.13 1.92 0.22 0.166
H 4.43 -1.64 -1.32 0.314
O 2.27 0.02 -3.86 -0.562
H 2.38 0.49 -3.03 0.245
H -2.60 -1.24 2.80 0.404
C 1.28 2.44 0.71 0.892
H 3.08 -2.24 -1.41 0.336
O 3.12 -0.95 0.11 -0.631
C 1.40 3.73 1.38 -1.249
O -4.23 -1.66 -0.51 -0.615
H 3.93 -1.01 0.63 0.288
H -3.41 -2.14 -0.31 0.260
H -2.45 -0.34 1.40 0.141
C -1.31 2.08 2.23 -0.178
C -2.45 -0.24 2.46 -0.902
O 0.14 -1.62 -3.33 -0.705
O -1.20 -2.15 -1.23 -0.590
H -3.26 0.54 2.69 0.225
H 0.49 4.38 1.37 0.339
C -1.21 2.41 0.75 -1.060
O 3.99 -2.43 -1.66 -0.586
H -0.37 0.14 2.13 0.229
```

Gap between HOMO and LUMO (alpha / beta) (eV): 8.23 / 3.59
HOMO (alpha / beta) (Ha): -0.476 / -0.475
Net charge: +1
Multiplicity: 2